[1]
Entry from OMol25: a molecular structure, C38H34ClN4PdSSb (ωB97M-V with the def2-TZVPD basis set).

Positions of all 80 atoms, in Å:
Sb 0.6818 1.5124 0.0123
Pd 0.5511 -0.9409 -0.7365
Cl 6.0437 -1.6236 -1.6011
S -1.7857 -2.3563 0.8552
N 2.1855 -0.7188 -1.8532
N -1.4242 -1.2933 -0.3153
N 1.5634 -2.4078 0.6455
N 1.8883 -3.7416 2.3963
C 1.9341 -0.8435 -3.1805
C -5.6304 -0.6008 2.5094
C -0.9444 2.6030 0.9423
C -3.1224 -4.5822 -2.2000
C -2.2817 -3.6423 -0.1516
C 3.6516 2.4589 3.3178
C -1.5044 4.1867 2.6796
C 1.4328 4.2934 -1.5044
C 0.5069 3.3745 -3.9580
C -2.4491 -3.5589 -1.5179
C 2.5519 1.9660 1.2203
C -4.2870 -1.3112 0.6147
C 4.2383 -1.5513 -3.6713
C 0.9444 2.9907 -1.6020
C -5.4269 -0.6774 1.0949
C 1.5127 5.1124 -2.6515
C -2.3804 4.8693 1.8310
C 2.5122 1.9874 2.5767
C 4.8039 2.8868 1.2251
C 1.8677 -4.5628 1.2476
C -1.8324 3.2413 0.1678
C 3.4952 -0.7686 -1.4425
C -2.9513 -5.9024 -0.1706
C 3.6718 2.4239 0.5319
C -2.5858 -4.7962 0.5720
C -0.7685 3.0819 2.2396
C 1.6034 -3.7120 0.1810
C 1.0620 4.6841 -3.8996
C -3.4736 -1.6763 2.8804
C -2.5403 4.3594 0.5580
C 4.5097 -1.2712 -2.2948
C -3.3328 -1.8165 1.5097
C -4.6420 -1.0290 3.3771
C 4.7754 2.9306 2.6211
C 2.8748 -1.3526 -4.0620
C 0.4912 2.5271 -2.7978
C 1.7800 -2.4478 1.9380
C -3.3843 -5.7523 -1.4961
H -2.0800 -0.4806 -0.2526
H 0.0251 3.0376 -4.8666
H -1.9741 2.9228 -0.8550
H 1.0205 5.2720 -4.8093
H 2.0583 -3.9355 3.4030
H -0.0777 2.6181 2.8946
H 5.7131 3.1099 0.6476
H -3.1746 -6.8356 0.3399
H -2.7050 -2.0367 3.5182
H -4.2179 -1.4961 -0.4659
H -2.8938 5.7720 2.1532
H -6.0995 -0.1913 0.4280
H 3.7603 -0.5833 -0.4190
H -3.2387 4.7714 -0.1884
H 3.7208 2.3713 -0.5551
H 1.4972 -3.9042 -0.8747
H 1.6991 1.7056 3.1715
H 0.0002 1.5442 -2.9071
H -2.1816 -2.5852 -2.0363
H -4.7568 -0.9982 4.4450
H -6.5603 -0.1644 2.9141
H 5.0291 -2.0033 -4.2679
H -1.4445 4.3951 3.7366
H 1.8157 4.7188 -0.5402
H 1.7725 -1.5538 2.5781
H -2.2837 -4.8259 1.6297
H 0.9574 -0.6527 -3.5387
H 2.5322 -1.5823 -5.0832
H 1.9372 -5.6807 1.3035
H 3.6176 2.3626 4.4116
H -3.9998 -6.5207 -1.9734
H -3.4324 -4.5084 -3.2533
H 5.6571 3.2571 3.2154
H 1.9203 6.1284 -2.5417

Summary:
M: 842.42 g mol⁻¹
E_LUMO: 0.296 eV
ΔE to the lowest compared entry with this formula, charge and spin: 3.292 eV

Here are the Löwdin charges for atoms 1 to 8, given in e: 1.490 0.236 0.663 1.008 -0.147 -0.488 -0.070 0.034



[2]
Entry from OMol25: a single C5H12O molecule (ωB97M-V with the def2-TZVPD basis set).

Positions of all 18 atoms, in Å:
O 0.1421 -0.3372 -0.0822
C -1.2040 0.1338 -0.1924
C 2.4060 -0.0137 0.2740
C -1.6864 -0.5709 -1.5389
C -1.1136 -0.1510 1.5277
C 1.1000 0.6523 -0.0948
H -2.5723 -0.1501 -2.0385
H 3.2346 0.6755 0.1092
H -1.8377 -1.6455 -1.4301
H 2.4073 -0.3302 1.3250
H 1.0798 1.0222 -1.1228
H -1.5890 0.6973 1.9783
H -0.8543 -0.4596 -2.2735
H 0.8851 1.5066 0.5832
H 2.5443 -0.9041 -0.3476
H -1.5804 -1.1064 1.7158
H -0.1024 -0.2391 2.0629
H -1.2592 1.2200 -0.4552

Summary:
M: 88.15 g mol⁻¹
Structure (SMILES): CCOC(C)C
E_LUMO: 1.098 eV
ΔE to the lowest compared entry with this formula, charge and spin: 3.513 eV

Here are the natural (NBO) charges for atoms 1 to 8, given in e: -0.576 0.085 -0.622 -0.627 -0.562 -0.060 0.207 0.208



[3]
Entry from OMol25: a molecular structure, C8B2F12O17P2V (ωB97M-V with the def2-TZVPD basis set).

Positions of all 42 atoms, in Å:
V -1.9013 -1.9436 -1.2114
P -4.0955 -0.3127 -0.3275
P -0.2262 -4.6850 -0.4375
F -0.5657 -5.7357 0.7133
F -4.1114 -1.0298 -1.8152
F -1.7200 -3.9792 -0.1842
F -3.3544 -1.7298 0.1818
F -4.6452 1.0693 -0.8319
F 0.3300 -3.6347 0.6630
F -0.7280 -5.6002 -1.6388
F -4.0152 0.1880 1.1724
F 1.3056 -5.1784 -0.6104
F -5.5714 -0.9319 -0.0969
F -0.0340 -3.4544 -1.5404
F -2.5473 0.1171 -0.6407
O 3.1198 2.0751 -3.2737
O 1.4551 4.4955 2.5608
O -0.8475 -1.1971 0.7882
O -0.2565 4.1089 4.8762
O 2.7857 5.0311 -1.5721
O 0.8756 2.3580 2.1689
O 1.0562 0.2126 3.3057
O 2.1799 2.8731 -1.2678
O -0.8591 0.6385 2.0616
O 3.0914 0.5479 -1.4716
O 4.0087 3.9900 -4.0210
O 2.4171 -1.4904 -0.7498
O -0.1714 -0.6698 -1.8139
O 1.0393 1.0739 -2.5138
O 1.5383 -1.8145 2.4286
O -2.1403 -2.5569 -2.6043
O -0.3800 2.0025 4.1011
C -0.0035 3.2688 4.0565
C 0.8726 -0.0632 -1.8768
C 3.3363 3.3672 -3.2498
C 0.8740 -0.8277 2.5372
C 2.7139 3.8928 -1.9223
C 2.2323 -0.4355 -1.2767
C 0.8785 3.4958 2.8482
C -0.3950 -0.5247 1.6967
B 0.1430 1.3285 2.8907
B 2.3154 1.6605 -2.1026

Summary:
Total charge: -2
M: 730.56 g mol⁻¹
⟨S²⟩: 0.775
Multiplicity: 2
E_LUMO (spin up / spin down): 2.426 / 2.985 eV
ΔE to the lowest compared entry with this formula, charge and spin: 0.000 eV

Here are the natural (NBO) charges for atoms 1 to 8, given in e: 1.677 2.594 2.602 -0.569 -0.565 -0.574 -0.527 -0.554



[4]
Entry from OMol25: a molecular structure, C6H13N (ωB97M-V with the def2-TZVPD basis set).

Positions of all 20 atoms, in Å:
N -0.1273 0.4924 -1.6875
C -1.3269 1.0889 0.3875
C 1.2370 1.0940 0.2677
C -0.1308 -1.0553 -0.4746
C -1.3846 1.7578 1.5318
C -0.0879 0.6647 -0.3249
C 1.0985 -1.8195 -0.9143
H -2.2502 0.7955 -0.1062
H 1.6691 -1.2090 -1.6127
H -0.4984 2.0426 2.0804
H 1.7405 -2.0407 -0.0600
H -1.0719 0.6001 -2.0557
H -2.3362 2.0147 1.9756
H -0.4480 -1.5109 0.9103
H -1.1020 -1.4331 -0.7866
H 1.3776 0.6827 1.2670
H 2.0527 0.7680 -0.3718
H -0.5136 -2.3747 1.0748
H 0.8402 -2.7404 -1.4335
H 1.2622 2.1820 0.3328

Summary:
M: 99.18 g mol⁻¹
E_LUMO: 0.839 eV
ΔE to the lowest compared entry with this formula, charge and spin: 5.078 eV

Here are the natural (NBO) charges for atoms 1 to 8, given in e: -0.652 -0.207 -0.632 -0.170 -0.373 0.133 -0.677 0.200